(1)
ORCA calculation (wB97M-V/def2-TZVPD) on a 2-piece molecular cluster, C2H6N4O overall at a distorted geometry.

For the HOMO energy, the calculation gives -10.324 eV. The relative energy (zero: lowest compared OMol25 entry of this formula, charge and spin) is 2.765 eV. The calculation puts the frontier orbital gap at 10.71 eV. Its SMILES is Cn1cnnn1.O. The largest force on an atom comes out at 3.9 eV/Å. Its molar mass is 102.10 g mol⁻¹.

The geometry in XYZ format:
```
13
Properties=species:S:1:pos:R:3:forces:R:3
C 0.330 0.388 0.469 1.817 0.154 0.138
N -0.997 -0.031 0.201 -2.331 0.877 -0.390
C -2.058 0.699 -0.228 -0.651 -0.635 0.297
N -3.106 -0.121 -0.326 0.244 3.074 -1.435
N -2.667 -1.287 -0.082 0.743 -3.197 2.030
N -1.438 -1.280 0.341 0.461 -0.684 -0.753
H 0.640 1.032 -0.374 0.028 -0.230 0.468
H 1.020 -0.485 0.532 -0.753 0.524 -0.134
H 0.438 0.949 1.413 -0.304 -0.212 -0.403
H -2.179 1.729 -0.496 0.679 0.321 0.228
O 3.576 -0.561 -0.200 0.376 -0.527 0.157
H 3.461 -1.207 -0.914 -0.158 0.491 0.191
H 2.980 0.174 -0.336 -0.150 0.044 -0.394
```
Positions in Å, forces in eV/Å.

(2)
ORCA calculation (wB97M-V/def2-TZVPD) on a 2-piece molecular cluster, C6H10O overall.

For the HOMO energy, the calculation gives -9.185 eV. The relative energy (zero: lowest compared OMol25 entry of this formula, charge and spin) is 2.150 eV. The calculation puts the frontier orbital gap at 10.10 eV. Its SMILES is C=CC1CC1.C=O. The largest force on an atom comes out at 0.8 eV/Å. Its molar mass is 98.14 g mol⁻¹.

The geometry in XYZ format:
```
17
Properties=species:S:1:pos:R:3:forces:R:3
C 0.320 0.900 -1.182 0.083 -0.133 -0.072
C 1.066 0.317 -0.245 -0.038 0.012 -0.137
C 0.855 -1.044 0.311 0.181 0.080 0.011
C -0.549 -1.510 0.636 -0.168 0.013 0.122
C 0.169 -2.086 -0.536 -0.007 -0.129 -0.171
H 0.521 1.913 -1.521 0.058 -0.195 0.014
H -0.540 0.404 -1.631 0.188 0.063 0.051
H 1.893 0.879 0.188 -0.090 -0.069 -0.080
H 1.643 -1.399 0.971 -0.150 0.086 -0.126
H -1.342 -0.786 0.473 0.127 -0.127 -0.014
H -0.688 -2.146 1.505 0.057 0.156 -0.090
H 0.531 -3.107 -0.464 -0.069 0.153 -0.026
H -0.130 -1.773 -1.532 0.055 -0.094 0.156
C -0.935 2.359 0.755 -0.160 -0.294 0.422
O -1.254 1.575 1.617 0.068 0.629 -0.420
H 0.047 2.872 0.742 -0.154 -0.047 0.185
H -1.607 2.631 -0.086 0.018 -0.103 0.175
```
Positions in Å, forces in eV/Å.

(3)
ORCA calculation (wB97M-V/def2-TZVPD) on C16H26Ge2NOPdS5 as an isolated structure at a distorted geometry.

For the HOMO energy (spin up / spin down), the calculation gives -4.014 / -4.049 eV. The relative energy (zero: lowest compared OMol25 entry of this formula, charge and spin) is 0.000 eV. The charge is -1. The calculation puts the frontier orbital gap (spin up / spin down) at 4.91 / 5.35 eV. The largest force on an atom comes out at 2.2 eV/Å. Its molar mass is 660.37 g mol⁻¹.

The geometry in XYZ format:
```
52
Properties=species:S:1:pos:R:3:forces:R:3
Pd 1.155 1.810 -1.525 0.696 -0.536 -0.089
C -0.064 3.269 3.200 0.097 -0.150 -0.102
C 0.269 3.441 1.728 0.218 -0.300 -0.662
Ge 1.048 1.793 0.818 0.670 -0.014 1.629
C 2.903 1.467 1.579 -0.508 0.165 -0.342
C 2.964 1.028 3.033 -0.065 0.087 -0.133
C -0.032 0.250 1.418 0.252 0.417 -0.309
C -0.432 -0.679 0.546 0.601 0.752 -0.601
Ge -0.002 -0.229 -1.394 -0.368 -1.315 -0.606
C 1.059 -1.673 -2.390 -0.347 0.609 0.374
C 0.526 -3.089 -2.484 0.020 0.087 0.089
C -1.770 0.323 -2.274 0.599 0.165 0.234
C -2.975 -0.603 -2.333 0.133 -0.008 0.106
C -1.209 -1.853 0.928 -0.314 -0.535 0.128
C -1.422 -2.233 2.256 0.017 -0.008 -0.085
C -2.205 -3.326 2.566 -0.068 -0.064 0.145
C -2.798 -4.075 1.562 -0.087 -0.113 -0.151
C -2.579 -3.727 0.239 -0.137 -0.196 -0.009
C -1.788 -2.638 -0.065 0.141 0.107 0.162
H -0.543 4.169 3.591 -0.007 -0.006 0.099
H 0.832 3.073 3.783 0.018 0.002 0.184
H -0.746 2.434 3.336 -0.128 -0.093 0.170
H 0.971 4.267 1.594 0.016 -0.073 -0.088
H -0.644 3.703 1.191 0.036 -0.005 -0.143
H 3.494 2.373 1.418 -0.027 -0.027 -0.083
H 3.347 0.688 0.956 -0.038 0.072 0.004
H 2.581 1.802 3.695 0.011 -0.011 0.168
H 3.994 0.807 3.317 0.023 -0.034 0.154
H 2.368 0.128 3.172 -0.053 -0.124 0.174
H -0.279 0.181 2.471 -0.101 -0.098 0.209
H 2.042 -1.686 -1.912 -0.033 0.122 0.008
H 1.204 -1.266 -3.394 0.003 0.163 0.134
H 0.402 -3.523 -1.495 -0.072 -0.199 0.058
H 1.224 -3.712 -3.045 -0.007 -0.129 -0.047
H -0.433 -3.113 -2.999 -0.160 -0.123 -0.044
H -1.505 0.633 -3.288 0.043 -0.026 0.139
H -2.055 1.234 -1.736 0.139 -0.004 -0.049
H -2.754 -1.504 -2.905 -0.074 -0.155 -0.030
H -3.806 -0.091 -2.822 -0.068 -0.033 -0.035
H -3.299 -0.894 -1.336 -0.130 -0.078 0.014
H -0.968 -1.674 3.058 0.094 0.124 0.105
H -2.359 -3.595 3.602 -0.003 -0.023 0.060
H -3.421 -4.925 1.806 -0.012 -0.039 0.030
H -3.025 -4.302 -0.563 -0.018 -0.046 0.005
H -1.601 -2.364 -1.087 -0.072 -0.081 -0.204
S 0.812 1.575 -3.942 -0.707 0.301 -0.419
S 2.641 1.373 -4.731 1.337 0.070 0.161
S 3.947 2.149 -3.218 -0.623 -0.308 -0.402
S 3.595 0.992 -1.655 -1.408 0.146 0.067
O -0.745 3.508 -1.525 -0.361 -0.282 -0.065
S 0.379 4.485 -1.452 1.035 -0.288 0.180
N 1.706 3.820 -1.293 -0.203 2.136 -0.292
```
Positions in Å, forces in eV/Å.

(4)
ORCA calculation (wB97M-V/def2-TZVPD) on a 2-piece molecular cluster, C9H15P overall at a distorted geometry.

For the HOMO energy (spin up / spin down), the calculation gives -7.662 / -8.060 eV. The relative energy (zero: lowest compared OMol25 entry of this formula, charge and spin) is 4.309 eV. The calculation puts the frontier orbital gap (spin up / spin down) at 7.75 / 7.33 eV. The largest force on an atom comes out at 3.5 eV/Å. Its molar mass is 154.19 g mol⁻¹.

The geometry in XYZ format:
```
25
Properties=species:S:1:pos:R:3:forces:R:3
C 0.925 1.128 1.248 -0.355 1.034 1.137
C -0.424 1.253 -2.144 3.461 0.071 0.633
C -2.718 -2.348 -0.296 -1.234 0.629 3.040
C 1.118 -0.139 0.934 1.103 -1.371 -0.151
C 0.774 0.774 -1.680 -2.264 -0.958 -0.696
C -2.172 -1.182 -0.068 0.980 0.687 0.213
C 1.727 -1.147 1.855 -0.626 -2.548 -0.983
C 2.089 1.443 -1.892 2.409 -1.691 0.732
C -2.200 -0.165 1.026 -1.070 -1.159 -0.455
P 0.794 -0.897 -0.722 -0.225 2.039 -0.355
H 0.717 1.729 0.422 -0.838 1.312 -1.027
H 0.854 1.681 2.220 0.716 -1.135 -0.671
H -1.318 0.751 -2.020 -1.619 -1.211 0.503
H -0.528 2.199 -2.638 0.354 0.460 -0.368
H -2.605 -2.803 -1.231 0.010 -1.171 -0.933
H -3.384 -2.764 0.608 1.202 0.522 -2.263
H 2.543 -1.732 1.276 -1.656 0.501 0.828
H 0.885 -1.840 2.235 1.579 0.635 -0.467
H 2.279 -0.751 2.658 0.235 0.831 1.262
H 2.932 0.793 -2.421 -2.017 1.064 0.948
H 2.541 1.690 -0.904 -0.203 -0.240 -0.491
H 2.023 2.361 -2.400 -0.298 1.153 -0.934
H -3.151 0.400 0.897 1.052 0.404 -0.048
H -1.242 0.381 1.165 -1.177 -0.173 -0.033
H -2.460 -0.813 1.873 0.481 0.316 0.578
```
Positions in Å, forces in eV/Å.

(5)
ORCA calculation (wB97M-V/def2-TZVPD) on a single C3H6Br3P molecule at a distorted geometry.

For the HOMO energy, the calculation gives -9.118 eV. The relative energy (zero: lowest compared OMol25 entry of this formula, charge and spin) is 0.037 eV. The calculation puts the frontier orbital gap at 9.23 eV. Its SMILES is C[C@H](Br)CP(Br)Br. The largest force on an atom comes out at 3.9 eV/Å. Its molar mass is 312.77 g mol⁻¹.

The geometry in XYZ format:
```
13
Properties=species:S:1:pos:R:3:forces:R:3
C -0.611 -0.889 -1.566 2.764 2.347 -1.402
C -0.060 -1.123 -0.242 1.879 0.029 3.355
Br -1.600 -1.461 1.007 0.135 -0.693 -0.331
C 0.596 0.056 0.573 2.614 -0.968 -1.352
P 2.391 0.475 -0.437 -1.875 -0.424 0.548
Br 3.588 1.539 1.079 -0.112 0.018 0.267
Br 3.268 -1.575 -0.357 0.128 0.012 0.071
H -1.455 -0.292 -1.465 -1.699 0.984 -0.350
H 0.146 -0.331 -2.256 -1.102 -0.954 1.144
H -0.782 -1.821 -1.967 -0.881 -1.839 -1.317
H 0.662 -1.996 -0.260 -1.224 0.835 0.492
H 0.902 -0.278 1.639 -0.829 0.949 -1.851
H 0.021 0.980 0.402 0.203 -0.296 0.725
```
Positions in Å, forces in eV/Å.

(6)
ORCA calculation (wB97M-V/def2-TZVPD) on a single C2H5NO3S3 molecule at a distorted geometry.

For the HOMO energy, the calculation gives -8.811 eV. The relative energy (zero: lowest compared OMol25 entry of this formula, charge and spin) is 0.000 eV. The calculation puts the frontier orbital gap at 8.55 eV. Its SMILES is NCC1(S(=O)(=O)O)SS1. The largest force on an atom comes out at 4.5 eV/Å. Its molar mass is 187.27 g mol⁻¹.

The geometry in XYZ format:
```
14
Properties=species:S:1:pos:R:3:forces:R:3
N 1.830 -0.386 -0.171 -0.464 2.071 -3.995
C 0.769 -1.315 -0.381 -1.837 2.358 3.208
C -0.809 -0.646 -0.140 4.332 1.246 0.367
S -0.751 1.218 -0.039 0.016 -3.819 0.422
O -2.026 1.664 0.240 -3.682 1.606 1.345
O -0.181 1.645 -1.223 2.530 1.296 -3.046
O 0.138 1.522 1.222 1.676 -1.771 -0.902
S -1.936 -1.297 0.996 -0.693 -0.889 1.234
S -2.149 -1.212 -1.043 -1.143 -0.384 -1.136
H 1.648 0.433 -0.847 1.021 -1.565 1.550
H 2.196 -0.032 0.690 -0.668 -0.525 0.603
H 0.695 -1.763 -1.314 0.341 -0.444 -1.898
H 0.871 -2.054 0.367 -0.308 -1.118 0.709
H -0.294 2.223 1.644 -1.120 1.937 1.540
```
Positions in Å, forces in eV/Å.